Here is a structure of composition C21H45LuO2P3 from OMol25. Energies are from wB97M-V/def2-TZVPD.

Properties
E_tot   -88059.5967 eV
Net charge   +3
Kohn-Sham gap (spin up / spin down)   3.5373 / 3.5367 eV
Energy relative to the best compared isomer or geometry (same formula, charge and spin)   105.2 kcal per mole
HOMO level (spin up / spin down)   -0.610 / -0.610 hartree

Each line ends with the Löwdin charge.
Atoms and positions in Å:
1 Lu 0.11 -0.13 0.37  1.324
2 P -1.54 -1.49 -1.84  0.757
3 P 2.45 -1.48 0.23  0.813
4 P 0.65 1.31 -1.93  0.695
5 H -3.16 2.68 2.11  0.058
6 C -3.38 3.35 1.22  -0.082
7 C -3.96 2.77 0.10  -0.099
8 H -4.31 1.69 0.09  0.045
9 C -2.81 -2.66 -1.19  -0.264
10 C -0.70 -2.59 -3.08  -0.262
11 C -2.62 -0.50 -2.97  -0.256
12 C 3.75 -0.85 1.34  -0.195
13 C 2.60 -3.29 0.53  -0.201
14 C 3.37 -1.44 -1.40  -0.144
15 C -0.69 2.53 -2.19  -0.225
16 C 1.00 0.73 -3.63  -0.241
17 C 2.09 2.37 -1.57  -0.241
18 H -2.81 4.32 1.18  0.067
19 H -3.96 3.30 -0.89  0.061
20 H -3.41 -2.16 -0.42  0.042
21 H -2.32 -3.54 -0.75  0.042
22 H -3.49 -3.00 -1.99  0.073
23 H -0.09 -3.32 -2.53  0.034
24 H -0.03 -1.99 -3.72  0.027
25 H -1.41 -3.13 -3.72  0.078
26 H -3.08 0.31 -2.39  0.037
27 H -3.43 -1.12 -3.40  0.072
28 H -2.05 -0.06 -3.80  0.038
29 H 4.64 -1.50 1.27  0.095
30 H 3.32 -0.84 2.35  0.061
31 H 4.00 0.18 1.05  0.065
32 H 3.66 -3.59 0.57  0.090
33 H 2.09 -3.87 -0.25  0.077
34 H 2.13 -3.52 1.49  0.061
35 H 4.33 -1.98 -1.32  0.113
36 H 3.57 -0.41 -1.72  0.050
37 H 2.79 -1.92 -2.20  0.066
38 H -0.28 3.38 -2.74  0.078
39 H -1.09 2.88 -1.22  0.033
40 H -1.52 2.08 -2.75  0.039
41 H 1.44 1.57 -4.19  0.075
42 H 0.09 0.39 -4.15  0.040
43 H 1.72 -0.10 -3.60  0.033
44 H 2.26 2.99 -2.46  0.071
45 H 2.98 1.75 -1.39  0.032
46 H 1.91 3.00 -0.69  0.043
47 C 0.94 2.25 2.05  -0.317
48 C 2.19 1.99 2.71  -0.005
49 C 3.05 3.12 2.81  -0.046
50 C 2.75 4.40 2.34  -0.025
51 C 1.51 4.56 1.76  -0.041
52 C 0.59 3.53 1.69  -0.048
53 O -0.12 1.49 1.49  -0.369
54 H 1.26 -1.59 1.16  0.034
55 H 2.47 1.04 3.15  0.090
56 H 4.02 3.08 3.23  0.111
57 H 3.43 5.25 2.35  0.137
58 H 1.16 5.44 1.31  0.111
59 H -0.30 3.46 1.09  0.103
60 C -2.32 -3.46 2.49  -0.127
61 C -3.01 -2.18 2.97  -0.113
62 C -2.36 -1.02 2.21  -0.142
63 O -1.12 -1.54 1.60  -0.403
64 C -0.98 -3.00 1.94  -0.139
65 H -2.20 -4.19 3.30  0.139
66 H -2.89 -3.97 1.70  0.120
67 H -2.82 -2.06 4.04  0.132
68 H -4.10 -2.21 2.84  0.140
69 H -3.00 -0.67 1.40  0.114
70 H -2.08 -0.18 2.86  0.129
71 H -0.17 -3.09 2.68  0.128
72 H -0.71 -3.53 1.02  0.110


Here is a cluster of 4 separate species, C4H17NO3 in total from OMol25. Energies are from wB97M-V/def2-TZVPD.

Properties
E_tot   -12054.8811 eV
SMILES   CC(C)CN.O.O.O
Kohn-Sham gap   9.2850 eV
Energy relative to the best compared isomer or geometry (same formula, charge and spin)   43.0 kcal per mole
HOMO level   -0.319 hartree

Each line ends with the Löwdin charge.
Atoms and positions in Å:
1 C 0.40 -1.41 0.97  -0.257
2 C 1.12 -1.32 -0.38  -0.403
3 C 0.99 -0.06 -1.23  -0.089
4 C 2.65 -1.53 -0.23  -0.086
5 N -0.64 -0.46 1.38  -0.010
6 H 1.24 -1.05 1.78  0.145
7 H 0.18 -2.42 1.24  0.087
8 H 0.63 -2.24 -0.94  0.153
9 H 1.65 0.64 -0.95  0.015
10 H -0.07 0.55 -1.16  0.126
11 H 1.21 -0.27 -2.27  0.074
12 H 3.06 -0.70 0.22  0.046
13 H 2.86 -2.32 0.51  0.082
14 H 3.26 -1.74 -1.05  0.060
15 H -0.59 0.38 0.85  0.004
16 H -0.53 -0.14 2.35  0.088
17 H -3.02 1.48 -0.24  0.002
18 H -3.26 3.04 -0.33  0.025
19 O -2.64 2.38 -0.05  -0.076
20 H -0.49 2.89 0.73  -0.046
21 H 1.02 2.98 0.36  0.074
22 O 0.35 2.92 1.11  -0.063
23 H -3.66 -0.54 -1.49  0.092
24 H -2.56 -0.85 -0.49  -0.026
25 O -3.16 -0.21 -0.71  -0.019


Here is the ion C4H8O3P with charge -1 from OMol25. Energies are from wB97M-V/def2-TZVPD.

Properties
E_tot   -19709.9268 eV
SMILES   C[C@H]1O[C@@H]1[P@](C)(=O)[O-]
Net charge   -1
Kohn-Sham gap   8.9525 eV
Energy relative to the best compared isomer or geometry (same formula, charge and spin)   42.2 kcal per mole
HOMO level   -0.185 hartree

Each line ends with the Löwdin charge.
Atoms and positions in Å:
1 C -0.13 -1.15 -0.87  -0.461
2 C -0.13 -0.29 0.40  -0.076
3 C -0.44 -2.67 -0.94  -0.048
4 C -0.13 2.69 0.90  -0.213
5 O 1.70 1.39 -0.68  -0.381
6 O 1.76 0.98 1.88  -0.418
7 O -1.26 -0.29 -0.92  -0.128
8 P 1.03 1.25 0.61  0.243
9 H 0.67 -1.01 -1.55  0.097
10 H -0.61 -0.86 1.25  0.098
11 H 0.23 -3.08 -1.74  0.087
12 H -1.43 -2.81 -1.15  0.022
13 H -0.43 -3.16 0.00  0.047
14 H -1.04 2.39 1.47  0.025
15 H 0.56 3.48 1.48  0.068
16 H -0.35 3.14 -0.12  0.037


Here is an isolated molecule of C4H9NO from OMol25. Energies are from wB97M-V/def2-TZVPD.

Properties
E_tot   -7830.5921 eV
SMILES   CN(C)CC=O
Kohn-Sham gap   9.9330 eV
Energy relative to the best compared isomer or geometry (same formula, charge and spin)   39.8 kcal per mole
HOMO level   -0.330 hartree

Each line ends with the Löwdin charge.
Atoms and positions in Å:
1 C 1.10 -0.89 -0.95  -0.112
2 N 0.19 -0.39 0.07  -0.298
3 C -1.06 -1.11 0.08  -0.108
4 C -0.01 1.05 0.01  -0.184
5 C 0.00 1.68 1.39  -0.243
6 O -0.33 2.82 1.61  0.043
7 H 0.71 -0.77 -1.97  0.088
8 H 1.29 -1.95 -0.77  0.084
9 H 2.06 -0.36 -0.88  0.084
10 H -0.87 -2.18 0.25  0.084
11 H -1.70 -0.75 0.89  0.087
12 H -1.62 -1.01 -0.87  0.089
13 H -0.94 1.34 -0.51  0.131
14 H 0.81 1.52 -0.54  0.129
15 H 0.38 1.01 2.19  0.125